Entry from the Open Molecules 2025 dataset: C5H8O2 in the gas phase at a distorted geometry (ωB97M-V with the def2-TZVPD basis set).

* lowest unoccupied orbital energy: 0.80 eV
* strongest force on any atom: 3.730 eV Å⁻¹
* structure (SMILES): C=C(C)CC(=O)O
* M: 100.12 g mol⁻¹
* energy relative to the best compared isomer or geometry (same formula, charge and spin): 28.1 kcal/mol
* energy: -345.76010 Eh
* HOMO: -9.77 eV

Cartesian coordinates (Å):
C (1.855, 0.533, 0.076)
C (-0.520, 1.099, -0.593)
C (0.585, 0.186, 0.135)
C (-1.216, 0.718, -1.795)
C (-0.069, -1.048, 0.623)
O (-2.547, 0.374, -1.509)
O (-0.878, 0.800, -2.949)
H (2.520, 0.077, 0.745)
H (2.133, 1.311, -0.628)
H (-0.132, 2.032, -0.859)
H (-1.240, 1.270, 0.136)
H (-0.372, -1.132, 1.615)
H (-0.939, -1.229, -0.002)
H (0.702, -1.794, 0.436)
H (-2.895, 0.265, -2.362)

These are the natural (NBO) partial charges, in e, on atoms 1 to 8: atom 1 (C): -0.41, atom 2 (C): -0.56, atom 3 (C): 0.08, atom 4 (C): 0.79, atom 5 (C): -0.67, atom 6 (O): -0.70, atom 7 (O): -0.58, atom 8 (H): 0.20